# 1
{"formula": "C18H53O9Pd", "method": "ωB97M-V/def2-TZVPD", "species": ["Pd", "C", "C", "O", "H", "H", "H", "H", "H", "C", "C", "O", "H", "H", "H", "H", "H", "H", "C", "C", "O", "H", "H", "H", "H", "H", "H", "C", "C", "O", "H", "H", "H", "H", "H", "H", "C", "C", "O", "H", "H", "H", "H", "H", "H", "C", "C", "O", "H", "H", "H", "H", "H", "H", "C", "C", "O", "H", "H", "H", "H", "H", "H", "C", "C", "O", "H", "H", "H", "H", "H", "H", "C", "C", "O", "H", "H", "H", "H", "H", "H"], "coordinates": [[-3.0298, -0.6550, -3.0305], [0.5127, -0.4210, -0.2432], [-0.7227, 0.0770, -0.9390], [-1.0111, -0.4396, -2.1858], [1.3655, -0.6299, -0.8973], [0.3916, -1.4014, 0.2209], [0.8802, 0.3588, 0.4191], [-0.6070, 1.1655, -1.1231], [-1.6216, 0.0304, -0.3107], [0.1346, -3.4721, 3.0860], [-1.0070, -2.7269, 3.7928], [-1.7723, -3.6285, 4.6085], [-0.2810, -4.2677, 2.4655], [0.8510, -3.7890, 3.8348], [0.5679, -2.7511, 2.3844], [-1.6821, -2.1720, 3.1267], [-0.6242, -1.9775, 4.4900], [-2.1545, -4.2250, 3.9510], [0.2008, 4.0397, 3.2413], [0.2717, 2.5948, 2.7911], [1.6159, 2.1133, 2.7839], [0.9012, 4.1526, 4.0745], [-0.7639, 4.3557, 3.6410], [0.5275, 4.7932, 2.5228], [-0.1355, 2.4767, 1.7786], [-0.3725, 1.9888, 3.4292], [1.9165, 2.1124, 1.8731], [-2.7259, -3.0837, 0.3108], [-2.9782, -3.4196, -1.1659], [-3.7374, -2.3567, -1.8088], [-2.1239, -2.1795, 0.3342], [-2.1988, -3.9629, 0.6896], [-3.6330, -3.0138, 0.9135], [-3.4726, -4.3725, -1.3387], [-1.9722, -3.4069, -1.5826], [-4.5479, -2.3256, -1.2801], [2.9948, -1.4059, -4.1526], [1.5356, -1.1284, -4.4589], [1.1363, 0.1151, -3.8676], [3.5648, -0.5799, -4.5830], [3.2739, -2.3273, -4.6663], [3.1916, -1.4468, -3.0847], [0.9196, -1.9038, -3.9731], [1.2981, -1.0528, -5.5248], [0.3529, -0.0729, -3.3369], [2.6005, -3.7742, -1.3373], [1.2092, -4.4182, -1.2427], [1.2148, -5.7370, -1.7914], [2.4383, -2.7380, -1.0202], [2.9867, -3.7831, -2.3530], [3.3311, -4.2030, -0.6538], [0.4978, -3.8266, -1.8199], [0.9310, -4.3612, -0.1853], [1.5299, -6.2920, -1.0676], [4.3979, 0.1298, -0.6435], [5.1467, 1.4242, -0.3618], [6.3712, 1.1225, 0.2849], [4.8388, -0.3977, -1.4905], [3.3615, 0.4011, -0.8391], [4.5272, -0.5224, 0.2209], [4.4615, 2.0383, 0.2420], [5.3353, 2.0174, -1.2622], [6.9104, 1.9188, 0.2393], [-1.1784, 4.3674, -1.2424], [-1.2022, 5.5075, -0.2163], [-2.5383, 5.9801, -0.0617], [-2.1960, 4.0298, -1.4434], [-0.6133, 3.4995, -0.8937], [-0.6896, 4.7029, -2.1551], [-0.5552, 6.3296, -0.5239], [-0.8915, 5.1357, 0.7649], [-2.5763, 6.6712, 0.6047], [-3.4924, 2.4099, 2.1719], [-4.1487, 3.3735, 1.1570], [-4.7780, 2.6815, 0.0807], [-4.2761, 1.7484, 2.5483], [-3.1021, 2.9361, 3.0431], [-2.6901, 1.8016, 1.7469], [-3.3656, 4.0446, 0.7980], [-4.8957, 3.9940, 1.6468], [-4.1297, 2.0097, -0.1546]], "max_force_ev_per_a": 1.73, "multiplicity": 3, "total_charge": 1, "e_above_lowest_kj_mol": 158.0, "gap_ev": [7.4745, 5.0723], "homo_energy_ev": [-12.15, -12.15]}

# 2
{"formula": "C18H54BN12O12Pd", "method": "ωB97M-V/def2-TZVPD", "species": ["Pd", "B", "H", "H", "H", "H", "C", "O", "O", "O", "C", "O", "C", "C", "N", "C", "C", "O", "C", "H", "H", "H", "H", "H", "H", "H", "H", "H", "H", "H", "H", "H", "H", "H", "C", "O", "C", "C", "N", "C", "C", "O", "C", "H", "H", "H", "H", "H", "H", "H", "H", "H", "H", "H", "H", "H", "H", "H", "C", "O", "N", "N", "H", "H", "H", "H", "C", "O", "N", "N", "H", "H", "H", "H", "C", "O", "N", "N", "H", "H", "H", "H", "C", "O", "N", "N", "H", "H", "H", "H", "C", "O", "N", "N", "H", "H", "H", "H"], "coordinates": [[1.3371, 0.7609, 1.8828], [-0.2527, -0.0386, 0.3085], [-0.4075, 1.1018, 0.5505], [0.8755, -0.1885, 0.0403], [-0.4717, -0.6230, 1.3308], [-0.9339, -0.3137, -0.6208], [2.1799, 3.1941, 0.9645], [2.5250, 4.2400, 0.4264], [2.3813, 2.0209, 0.3958], [1.4966, 3.0708, 2.0513], [-0.2949, 4.2019, -5.4284], [-1.2107, 5.2207, -5.7474], [-2.3386, 4.8085, -6.4988], [-2.9971, 3.5200, -6.0306], [-3.6864, 3.6993, -4.7479], [-4.6488, 2.6489, -4.4923], [-4.1709, 1.2089, -4.5179], [-3.4138, 0.9594, -3.3539], [-2.4650, -0.0769, -3.5146], [-0.6383, 3.5582, -4.6022], [0.6275, 4.5983, -5.0048], [-0.1133, 3.5769, -6.3085], [-2.0382, 4.6599, -7.5475], [-3.0632, 5.6153, -6.4157], [-2.2672, 2.7077, -5.9642], [-3.7305, 3.2569, -6.8021], [-2.9509, 3.6998, -4.0428], [-5.4563, 2.7341, -5.2313], [-5.0990, 2.8139, -3.5099], [-3.6210, 0.9572, -5.4356], [-5.0128, 0.4981, -4.5660], [-1.7732, 0.1317, -4.3391], [-2.9668, -1.0459, -3.5786], [-1.8206, -0.0492, -2.6327], [0.4820, -3.0216, 2.8057], [0.7505, -2.6130, 4.1100], [0.0808, -3.3216, 5.1340], [0.7399, -4.6827, 5.3293], [1.9716, -4.4637, 6.0912], [2.9392, -5.5483, 6.0168], [4.3678, -5.0152, 6.2523], [4.5278, -3.6991, 5.8095], [4.8857, -3.5304, 4.4473], [-0.5052, -2.6522, 2.4834], [0.3952, -4.1026, 2.6368], [1.1828, -2.5811, 2.1008], [-0.9354, -3.4877, 4.7454], [0.0872, -2.7788, 6.0731], [1.0070, -5.1127, 4.3523], [0.1287, -5.4398, 5.8302], [2.3989, -3.6222, 5.7154], [2.9082, -6.1244, 5.0780], [2.6421, -6.2060, 6.8400], [5.0846, -5.6870, 5.7641], [4.5431, -5.0516, 7.3284], [4.0953, -3.9592, 3.8117], [5.8252, -4.0483, 4.2430], [4.8569, -2.4620, 4.2593], [2.1639, 1.4763, -3.3098], [2.1155, 1.1547, -4.4812], [1.3092, 1.0772, -2.3262], [3.1336, 2.3327, -2.8180], [1.4429, 1.3297, -1.3572], [0.8616, 0.1990, -2.5195], [3.1724, 2.5035, -1.8244], [3.7994, 2.7058, -3.4638], [-3.0533, -2.9788, -0.4677], [-3.8120, -3.8631, -0.8396], [-3.3649, -2.1338, 0.5868], [-1.7892, -2.8234, -0.9437], [-2.8923, -1.2434, 0.5508], [-4.3631, -2.1436, 0.7251], [-1.1827, -2.1254, -0.5192], [-1.3552, -3.5552, -1.4732], [-1.7539, 3.6861, -1.5224], [-2.6330, 4.3602, -2.0597], [-1.9329, 2.3758, -1.1899], [-0.5242, 4.1995, -1.2408], [-2.8691, 2.0442, -1.3469], [-1.2854, 1.8380, -0.6214], [0.1930, 3.7303, -0.7142], [-0.2959, 5.0956, -1.6280], [3.7526, -0.9730, 0.5944], [2.8355, -0.8273, 1.4034], [4.4624, -2.1302, 0.4797], [4.1019, 0.0294, -0.2365], [5.2414, -2.1870, -0.1461], [4.0242, -2.9458, 0.8659], [3.7265, 0.9684, -0.0950], [4.8215, -0.0675, -0.9314], [-1.5322, 1.2826, 3.5078], [-0.3462, 1.0157, 3.3637], [-2.4469, 1.0180, 2.5446], [-2.0043, 1.7953, 4.6777], [-3.3939, 1.3445, 2.5147], [-2.0557, 0.6300, 1.6998], [-2.9447, 2.1012, 4.8343], [-1.3657, 1.7866, 5.4516]], "max_force_ev_per_a": 2.19, "multiplicity": 3, "total_charge": -1, "gap_ev": [7.8991, 7.5034], "homo_energy_ev": [-5.86, -5.85]}

# 3
{"formula": "C18H54InO9S7", "method": "ωB97M-V/def2-TZVPD", "species": ["C", "C", "O", "C", "C", "O", "In", "H", "H", "H", "H", "H", "H", "H", "H", "H", "H", "H", "H", "C", "S", "O", "C", "H", "H", "H", "H", "H", "H", "C", "S", "O", "C", "H", "H", "H", "H", "H", "H", "C", "S", "O", "C", "H", "H", "H", "H", "H", "H", "C", "S", "O", "C", "H", "H", "H", "H", "H", "H", "C", "S", "O", "C", "H", "H", "H", "H", "H", "H", "C", "S", "O", "C", "H", "H", "H", "H", "H", "H", "C", "S", "O", "C", "H", "H", "H", "H", "H", "H"], "coordinates": [[-1.9453, 2.8402, 4.7777], [-1.0923, 1.6480, 4.4957], [-0.2012, 1.5743, 5.5595], [0.6723, 0.5095, 5.4245], [1.9493, 0.8270, 4.6452], [1.8021, 1.8346, 3.7709], [2.0635, 3.7896, 4.5203], [-2.3413, 2.8225, 5.7583], [-1.3215, 3.6945, 4.7305], [-2.7136, 2.9258, 4.0519], [-0.6086, 1.7935, 3.5584], [-1.6901, 0.7513, 4.5272], [0.9160, 0.2149, 6.4149], [0.1481, -0.2874, 4.9419], [2.7875, 0.9257, 5.3094], [2.1594, -0.0593, 4.0610], [3.7698, 4.3084, 4.6313], [1.4151, 3.8002, 6.1983], [1.0497, 4.8429, 3.4802], [3.4798, 2.6113, -0.1163], [3.2149, 4.3893, -0.0581], [1.7747, 4.6370, -0.3340], [4.1072, 4.7877, -1.5699], [2.9659, 2.1682, 0.7363], [3.0864, 2.1906, -1.0415], [4.5490, 2.4117, -0.0392], [3.6625, 4.2565, -2.4095], [5.1542, 4.5064, -1.4544], [4.0339, 5.8610, -1.7307], [-2.5617, -1.6949, 0.6966], [-1.4609, -1.4891, 2.1049], [-2.2098, -0.7343, 3.1371], [-0.3516, -0.3209, 1.3067], [-3.3662, -2.3605, 0.9930], [-2.9733, -0.7270, 0.4104], [-2.0114, -2.1355, -0.1349], [-0.9125, 0.5535, 0.9799], [0.1294, -0.8044, 0.4557], [0.4037, -0.0175, 2.0317], [-3.0220, 4.6289, 0.7344], [-1.7599, 5.1381, 1.9188], [-2.4190, 6.0742, 2.8691], [-0.8096, 6.1274, 0.7676], [-3.7528, 4.0203, 1.2613], [-3.5126, 5.5076, 0.3128], [-2.5563, 4.0397, -0.0552], [-1.4462, 6.9084, 0.3456], [-0.4130, 5.4892, -0.0182], [0.0129, 6.5753, 1.3148], [4.9919, 0.4465, -4.0848], [3.4940, 1.3753, -4.4530], [3.0797, 2.0559, -3.1956], [2.4412, -0.0626, -4.6642], [5.7899, 1.1549, -3.8782], [4.8278, -0.1841, -3.2116], [5.2594, -0.1621, -4.9475], [2.4575, -0.6613, -3.7532], [2.7977, -0.6486, -5.5088], [1.4316, 0.2680, -4.8606], [-3.7697, -7.0975, 2.1137], [-3.1149, -7.3825, 0.4641], [-2.1603, -6.2801, 0.1749], [-4.6390, -7.0039, -0.4102], [-2.9629, -7.2398, 2.8271], [-4.1489, -6.0799, 2.1888], [-4.5645, -7.8141, 2.3145], [-4.9596, -5.9914, -0.1689], [-5.4061, -7.7228, -0.1261], [-4.4450, -7.0813, -1.4761], [-1.7191, -1.2870, -4.1770], [-1.0676, -1.6374, -5.8116], [-0.0847, -0.5660, -6.1412], [-2.5824, -1.2553, -6.7044], [-0.9169, -1.4276, -3.4595], [-2.0761, -0.2579, -4.1371], [-2.5286, -1.9802, -3.9562], [-2.8827, -0.2283, -6.4997], [-3.3654, -1.9473, -6.3976], [-2.3881, -1.3738, -7.7667], [0.8120, -5.3369, -0.9279], [0.7229, -3.7012, -1.6654], [0.3253, -3.8841, -3.0896], [2.4942, -3.3945, -1.6380], [-0.1908, -5.7535, -0.8772], [1.4442, -5.9778, -1.5425], [1.2193, -5.2565, 0.0793], [3.0096, -4.1713, -2.2014], [2.8418, -3.3792, -0.6061], [2.6784, -2.4269, -2.0960]], "max_force_ev_per_a": 2.04, "total_charge": -1, "gap_ev": 5.5344, "homo_energy_ev": -4.14}